No. 1
The following is a quantum chemistry calculation of 13 unconnected molecules or ions with the total composition C13H52N26O13 at a distorted geometry, from OMol25.

**Molecular weight**: 780.73 u
**Total energy**: -2928.88265 hartree
**Strongest force on any atom**: 2.286 eV/Å
**Gap between HOMO and LUMO**: 7.829 eV
**Lowest unoccupied orbital energy**: -0.46 eV
**Energy relative to the best compared isomer or geometry (same formula, charge and spin)**: 235.8 kJ/mol

Geometry (Å):
C -24.58367 11.16084 -18.67596
O -23.79723 11.70277 -17.90250
N -24.78579 11.52748 -19.97352
N -25.46150 10.19092 -18.25272
H -24.44115 12.39471 -20.34633
H -25.04405 10.76904 -20.58016
H -26.34208 10.17350 -18.73751
H -25.45566 10.05953 -17.25557
C -18.77702 14.50605 -23.09227
O -18.87782 15.30068 -24.01880
N -17.56528 14.00749 -22.67814
N -19.80455 14.05551 -22.30658
H -17.40671 13.47982 -21.84219
H -16.81779 14.39203 -23.23184
H -19.59040 13.29708 -21.68627
H -20.76090 14.23906 -22.56800
C -21.33059 18.54983 -16.60138
O -21.24112 17.35568 -16.38667
N -22.33910 19.10055 -17.37645
N -20.36353 19.43203 -16.21890
H -22.65381 20.00680 -17.06159
H -23.07324 18.39770 -17.48388
H -19.65237 19.19333 -15.55256
H -20.50588 20.42109 -16.32951
C -19.65215 18.81170 -23.98966
O -19.73702 20.03494 -23.89478
N -18.73898 18.08932 -24.67704
N -20.60776 18.01346 -23.43575
H -17.94550 18.52928 -25.10624
H -18.68584 17.09611 -24.45749
H -21.15916 18.34759 -22.65187
H -20.86172 17.07984 -23.70374
C -19.04064 16.72171 -19.90355
O -19.12347 15.67738 -19.28586
N -19.62357 17.92347 -19.55796
N -18.24744 16.85140 -21.02932
H -19.87638 18.09527 -18.60110
H -19.94895 18.54004 -20.28227
H -17.83681 16.01151 -21.39028
H -18.47840 17.62184 -21.63226
C -23.66870 16.27023 -19.17314
O -24.12793 17.21699 -18.51495
N -24.17084 15.00242 -19.17130
N -22.71146 16.50140 -20.10569
H -23.73676 14.37248 -19.82559
H -25.01323 14.85199 -18.63451
H -22.24193 17.39770 -20.03916
H -22.14886 15.79416 -20.54696
C -25.00231 16.71833 -14.64962
O -24.74649 15.81355 -13.87731
N -24.77353 18.03514 -14.36553
N -25.59388 16.49315 -15.87227
H -24.31791 18.19180 -13.48540
H -25.05756 18.77611 -14.96989
H -25.53209 17.18681 -16.59779
H -25.63905 15.53922 -16.16247
C -22.00917 13.23818 -15.32322
O -21.44693 13.79646 -14.39375
N -22.34148 11.91518 -15.26682
N -22.40740 13.88766 -16.45325
H -22.49522 11.42236 -16.12821
H -22.08655 11.44607 -14.41980
H -22.98194 13.39644 -17.12871
H -22.27919 14.87595 -16.58826
C -22.43184 20.14369 -21.30568
O -21.84787 19.07208 -21.15445
N -23.57118 20.44791 -20.60300
N -22.08482 21.02268 -22.27225
H -24.05557 19.67650 -20.18426
H -23.90397 21.39176 -20.61314
H -22.49158 21.93239 -22.38241
H -21.30777 20.79889 -22.89479
C -23.82455 14.33489 -22.74591
O -24.19480 13.66997 -21.77805
N -22.67624 13.96694 -23.48783
N -24.51440 15.40808 -23.19968
H -22.80670 14.29242 -24.43638
H -22.71869 12.96338 -23.32388
H -24.11503 15.91020 -23.97216
H -25.48138 15.46916 -22.92116
C -27.57905 13.56972 -17.35012
O -27.41288 14.10867 -18.44631
N -26.63972 12.75843 -16.78055
N -28.77882 13.59894 -16.70468
H -25.82395 12.50734 -17.31344
H -26.76822 12.36943 -15.86278
H -28.82423 13.46641 -15.70749
H -29.42194 14.29042 -17.05609
C -27.30918 18.77845 -17.46000
O -27.97881 19.18190 -16.52550
N -25.99498 19.08592 -17.69177
N -27.92982 18.16479 -18.52161
H -25.53833 18.75791 -18.51980
H -25.59972 19.57976 -16.91375
H -27.39579 17.81998 -19.29826
H -28.91207 18.32252 -18.63592
C -27.85093 13.70997 -22.53955
O -29.04943 13.96442 -22.56719
N -27.12192 13.58111 -23.69581
N -27.14563 13.71922 -21.38051
H -27.52721 13.56400 -24.60919
H -26.13158 13.46940 -23.57092
H -27.69513 14.02679 -20.59042
H -26.15168 13.58282 -21.27140

Cartesian forces (eV/Å) of the 3 atoms listed first:
C -0.3 0.6 0.4
O -0.3 -0.1 -0.5
N 0.1 -0.6 0.3

Mulliken population analysis, charges in e, atoms 1 to 6: number 1, C, carries 0.1239; number 2, O, carries -0.6186; number 3, N, carries -0.0962; number 4, N, carries -0.4396; number 5, H, carries 0.0608; number 6, H, carries 0.2229


No. 2
The following is a quantum chemistry calculation of a gas-phase ion, C5H12N2O (charge +2) at a distorted geometry, from OMol25.

**Molecular weight**: 116.16 u
**Structure (SMILES)**: [NH3+]/C=C/C[C@@H]([NH3+])C=O
**Total energy**: -381.78678 hartree
**Total charge**: +2
**Strongest force on any atom**: 3.027 eV/Å
**Gap between HOMO and LUMO**: 10.893 eV
**Lowest unoccupied orbital energy**: -6.97 eV
**Energy relative to the best compared isomer or geometry (same formula, charge and spin)**: 54.4 kJ/mol

Geometry (Å):
N -3.15761 -0.54633 -0.22192
C -1.73044 -0.27681 -0.61012
C -0.75733 -1.08327 -0.23269
C 0.64540 -0.52283 -0.57893
C 1.31089 0.17273 0.58738
N 2.77208 0.41942 0.26442
C 0.63314 1.57509 0.68820
O -0.32046 1.61008 1.40990
H -3.42185 -1.50268 -0.47549
H -3.75998 0.16970 -0.63220
H -3.23405 -0.48457 0.79798
H -1.61462 0.60881 -1.20922
H -0.73869 -2.02489 0.29910
H 1.19580 -1.46286 -0.80265
H 0.58210 0.02103 -1.53436
H 1.18789 -0.25324 1.58732
H 2.90681 0.48042 -0.74898
H 3.16669 1.11905 0.90737
H 3.39420 -0.36335 0.51878
H 0.94004 2.34451 -0.01387

Cartesian forces (eV/Å) of the 3 atoms listed first:
N 1.0 0.0 0.2
C -0.9 -1.1 0.6
C 1.4 1.8 -0.5

Mulliken population analysis, charges in e, atoms 1 to 6: number 1, N, carries -0.2259; number 2, C, carries -0.5829; number 3, C, carries -0.2006; number 4, C, carries -1.1513; number 5, C, carries 0.2008; number 6, N, carries -0.2979


No. 3
The following is a quantum chemistry calculation of 6 unconnected molecules or ions with the total composition C22H60N8O8 at a distorted geometry, from OMol25.

**Molecular weight**: 564.77 u
**Structure (SMILES)**: COC[C@H](C)N.COC[C@H](C)N.COCCNCCOC.COCCNCCOC.NC(N)=O.NC(N)=O
**Total energy**: -1913.94435 hartree
**Strongest force on any atom**: 7.261 eV/Å
**Gap between HOMO and LUMO**: 9.205 eV
**Lowest unoccupied orbital energy**: 0.28 eV
**Energy relative to the best compared isomer or geometry (same formula, charge and spin)**: 132.1 kJ/mol

Geometry (Å):
C -2.71983 1.56836 3.68961
O -3.37089 2.79502 3.93635
C -3.75556 3.44830 2.73021
C -4.24682 4.83739 3.01618
C -5.57515 4.76183 3.73534
N -4.34521 5.57541 1.78672
H -1.85413 1.89811 3.11520
H -3.37519 0.84662 3.20208
H -2.28530 1.12928 4.58766
H -2.88964 3.50482 2.07060
H -4.53596 2.84071 2.27206
H -3.48592 5.21390 3.69982
H -5.49195 4.18369 4.65564
H -6.49825 4.46313 3.23860
H -5.86956 5.74180 4.11094
H -4.94672 6.38125 1.88109
H -4.86035 4.96392 1.16963
C 3.39759 0.80612 -3.08553
O 3.15675 1.77885 -4.09749
C 3.78758 3.03694 -3.59348
C 3.17888 4.23665 -4.40952
C 3.68785 4.44641 -5.75434
N 3.36916 5.51964 -3.72698
H 3.30034 -0.16749 -3.56587
H 2.67116 0.76921 -2.27373
H 4.38525 0.74839 -2.62807
H 3.62333 3.08438 -2.51697
H 4.86120 2.97826 -3.77235
H 2.15157 3.87732 -4.46962
H 4.07925 3.57418 -6.27789
H 4.56085 5.09854 -5.78067
H 2.81915 4.66276 -6.37615
H 3.50136 5.36569 -2.73758
H 4.22140 5.98436 -4.00594
C -4.33793 -3.46538 -3.25012
O -4.18842 -3.60077 -1.87104
C -4.99630 -2.72682 -1.17459
C -6.43779 -3.10678 -1.16033
N -7.30230 -2.63269 -2.34073
C -8.66850 -2.99019 -2.30656
C -9.55066 -2.10071 -3.14577
O -10.91321 -2.21359 -2.63863
C -11.74467 -1.41438 -3.47803
H -5.32313 -3.82266 -3.54987
H -3.64356 -4.13427 -3.75857
H -4.04000 -2.49325 -3.64294
H -5.01448 -1.71454 -1.57839
H -4.60797 -3.00889 -0.19595
H -6.95702 -2.73634 -0.27643
H -6.51012 -4.19241 -1.09490
H -6.91199 -2.93457 -3.22199
H -8.98385 -2.94374 -1.26421
H -8.80770 -4.03932 -2.56746
H -9.43037 -2.55871 -4.12755
H -9.31170 -1.04003 -3.06868
H -12.71928 -1.87157 -3.64891
H -11.29522 -1.16407 -4.43899
H -11.96707 -0.43979 -3.04348
C 2.97378 4.97821 1.79404
O 4.23379 4.33847 1.89991
C 4.30137 3.17581 2.79829
C 5.80929 3.18139 3.14027
N 6.26095 1.75461 3.12146
C 7.47781 1.59255 3.96043
C 8.62795 0.83592 3.28809
O 8.20316 -0.51690 3.10516
C 9.07805 -1.47034 2.55562
H 2.49952 4.70263 0.85211
H 3.10375 6.04880 1.63582
H 2.34318 4.96225 2.68296
H 3.98760 2.27460 2.27155
H 3.62702 3.27641 3.64872
H 5.98859 3.79427 4.02364
H 6.37607 3.77926 2.42653
H 5.51025 1.24265 3.56240
H 7.25323 1.14990 4.93086
H 7.90981 2.56742 4.18650
H 9.45138 0.74094 3.99592
H 8.83352 1.26902 2.30917
H 9.48336 -1.08030 1.62198
H 8.46884 -2.37364 2.52408
H 9.94101 -1.68101 3.18729
N 1.83900 -3.99540 1.78381
C 2.79124 -3.40967 2.44743
N 3.87856 -4.18110 2.35865
O 2.65780 -2.41880 3.09703
H 1.99358 -4.86671 1.29696
H 0.95451 -3.50963 1.82595
H 3.93018 -4.98568 1.75031
H 4.74955 -3.75607 2.64296
N 1.86021 -8.67682 -1.93799
C 2.81609 -9.01134 -1.17644
N 2.47200 -10.11383 -0.59055
O 3.70480 -8.30312 -0.80315
H 1.09349 -9.29610 -2.15879
H 2.07097 -7.83869 -2.46070
H 1.51587 -10.34611 -0.81850
H 2.94589 -10.44212 0.23876

Cartesian forces (eV/Å) of the 3 atoms listed first:
C 0.7 0.9 -0.2
O -0.7 0.4 0.7
C 0.5 -0.9 0.2

Mulliken population analysis, charges in e, atoms 1 to 6: number 1, C, carries -0.6671; number 2, O, carries -0.3223; number 3, C, carries -0.7848; number 4, C, carries 0.4443; number 5, C, carries -1.4149; number 6, N, carries -0.7044


> What is the formula in the second record?

C5H12N2O


> The lowest molecular weight belongs to which entry?

C5H12N2O


> Among the records above, which one has the lowest gap between HOMO and LUMO?

C13H52N26O13


> Which of these has the lowest molecular weight?

C5H12N2O